DFT (ωB97M-V with the def2-TZVPD basis set) results for the molecule C7H12.

Structure (XYZ):
```
19
Properties=species:S:1:pos:R:3:forces:R:3:lowdin_charge:R:1
C -2.036 -0.253 0.695 0.004 0.005 0.118 -0.0883
C -1.272 -0.390 -0.619 -0.168 0.020 -0.074 -0.2232
C 0.562 -0.024 -1.637 0.186 -0.003 0.296 0.0528
C 1.279 1.087 -0.925 -0.014 0.027 -0.066 -0.2369
C 1.338 0.843 0.598 -0.052 0.029 0.036 -0.1885
C 1.008 -0.651 0.723 -0.003 -0.018 0.001 -0.1729
C 0.193 -0.964 -0.546 0.079 -0.068 -0.114 -0.3492
H -2.942 0.339 0.527 0.124 -0.124 0.054 0.0755
H -2.344 -1.235 1.069 0.104 0.109 0.008 0.0791
H -1.457 0.244 1.479 -0.056 -0.058 -0.145 0.0629
H -1.827 -1.023 -1.316 0.092 0.083 0.088 0.1152
H -1.250 0.591 -1.126 -0.073 -0.020 0.118 0.1046
H 2.277 0.976 -1.383 -0.016 0.016 0.041 0.1206
H 0.945 2.087 -1.224 0.095 -0.174 -0.028 0.1072
H 2.317 1.094 1.018 -0.180 -0.034 -0.024 0.1014
H 0.597 1.458 1.124 0.057 -0.086 -0.140 0.0996
H 0.504 -0.908 1.662 0.016 0.032 -0.175 0.1013
H 1.930 -1.246 0.686 -0.155 0.077 0.000 0.1105
H 0.178 -2.026 -0.806 -0.038 0.189 0.008 0.1284
```
Forces are in eV/Å.

LUMO energy in eV: 1.0
Multiplicity: 1
HOMO in eV: -8.184
Orbital gap in eV: 9.163
Energy above the lowest of the compared OMol25 structures with the same formula, charge and spin in eV: 3.184